{"formula": "C23H28BN2O4Tc", "method": "ωB97M-V/def2-TZVPD", "species": ["Tc", "O", "C", "C", "C", "C", "C", "C", "C", "C", "N", "H", "H", "H", "H", "H", "H", "H", "H", "H", "H", "H", "C", "C", "C", "C", "C", "C", "C", "C", "O", "B", "O", "C", "C", "H", "H", "H", "H", "H", "H", "H", "H", "H", "H", "H", "H", "O", "N", "C", "C", "C", "C", "C", "H", "H", "H", "H", "H"], "positions_angstrom": [[0.196217, -0.313715, -0.666922], [0.511408, -1.642304, 0.899190], [1.278239, -2.864520, 0.628481], [0.313958, -3.963783, 0.232103], [-0.770534, -3.510772, -0.755068], [-0.266733, -3.015251, -2.082592], [-0.207279, -3.847322, -3.191359], [0.190087, -3.350341, -4.419245], [0.512044, -2.003093, -4.532483], [0.444130, -1.225374, -3.402625], [0.086191, -1.717682, -2.196568], [0.644028, -1.318050, 1.797616], [1.838941, -3.116723, 1.526142], [1.986195, -2.625507, -0.167248], [-0.181593, -4.352310, 1.122323], [0.901338, -4.783271, -0.188340], [-1.400195, -2.742283, -0.299707], [-1.431867, -4.355722, -0.942902], [-0.497340, -4.883384, -3.082003], [0.230449, -3.999261, -5.283808], [0.800589, -1.562712, -5.475545], [0.676007, -0.165659, -3.442126], [-7.569230, 2.145842, 2.730635], [-6.926243, 2.751288, 1.474617], [-7.983629, 2.884362, 0.369219], [-6.412112, 4.148384, 1.821033], [-5.806665, 1.831400, 0.990180], [-6.112844, 0.509586, 0.631907], [-5.161957, -0.397989, 0.182882], [-3.872252, 0.070174, 0.103233], [-2.712335, -0.603482, -0.314507], [-1.732357, 0.359810, -0.185123], [-2.173470, 1.566500, 0.269464], [-3.551144, 1.362819, 0.447845], [-4.483950, 2.269267, 0.893228], [-8.367154, 2.797367, 3.089488], [-6.835759, 2.034717, 3.531370], [-8.006035, 1.166784, 2.531353], [-8.785916, 3.544741, 0.701157], [-8.430477, 1.922340, 0.116477], [-7.549845, 3.307041, -0.538804], [-7.245705, 4.763442, 2.159803], [-5.969701, 4.646166, 0.955565], [-5.676033, 4.123389, 2.627468], [-7.137063, 0.170325, 0.705743], [-5.425576, -1.410589, -0.088080], [-4.190142, 3.275277, 1.152850], [1.273450, 1.262044, -0.696999], [2.588124, 1.391518, -0.337531], [2.854146, 2.284985, 0.626023], [4.164820, 2.517397, 0.980263], [5.178974, 1.827749, 0.330102], [4.859668, 0.918492, -0.671088], [3.538785, 0.718072, -1.001351], [1.993812, 2.777659, 1.055244], [4.377183, 3.239727, 1.755088], [6.212853, 2.004311, 0.593632], [5.624972, 0.377367, -1.208295], [3.196301, 0.062944, -1.789686]], "atomic_forces_ev_per_a": [[-0.2, -0.3, 0.1], [0.2, 0.3, -0.1], [-0.1, -0.1, 0.0], [0.0, 0.0, 0.0], [0.0, 0.0, 0.0], [-0.1, 0.0, 0.1], [0.0, 0.0, 0.0], [0.0, 0.0, 0.0], [0.0, 0.0, 0.0], [0.0, 0.0, 0.0], [0.1, 0.3, 0.0], [-0.1, -0.1, 0.1], [0.0, 0.0, 0.0], [0.0, 0.0, 0.0], [0.0, 0.0, 0.0], [0.0, 0.0, 0.0], [0.0, 0.0, 0.0], [0.0, 0.0, 0.0], [0.0, 0.0, 0.0], [0.0, 0.0, 0.0], [0.0, 0.0, 0.0], [0.0, 0.0, 0.0], [0.0, 0.0, 0.0], [0.0, 0.0, 0.0], [0.0, 0.0, 0.0], [0.0, 0.0, 0.0], [0.0, 0.0, 0.0], [0.0, 0.0, 0.0], [0.0, 0.0, 0.0], [0.0, -0.1, 0.0], [0.0, 0.2, 0.1], [0.3, -0.2, -0.1], [-0.1, -0.1, 0.0], [0.0, 0.0, 0.0], [0.0, 0.0, 0.0], [0.0, 0.0, 0.0], [0.0, 0.0, 0.0], [0.0, 0.0, 0.0], [0.0, 0.0, 0.0], [0.0, 0.0, 0.0], [0.0, 0.0, 0.0], [0.0, 0.0, 0.0], [0.0, 0.0, 0.0], [0.0, 0.0, 0.0], [0.0, 0.0, 0.0], [0.0, 0.0, 0.0], [0.0, 0.0, 0.0], [0.0, 0.0, 0.0], [-0.1, 0.0, -0.1], [0.0, 0.0, 0.0], [0.0, 0.0, 0.0], [0.0, 0.0, 0.0], [0.0, 0.0, 0.0], [0.0, 0.0, 0.0], [0.0, 0.0, 0.0], [0.0, 0.0, 0.0], [0.0, 0.0, 0.0], [0.0, 0.0, 0.0], [0.0, 0.0, 0.0]], "mulliken_charge": [1.081, -0.399, -0.354, -0.772, -0.755, 0.816, -0.711, -0.351, -0.892, -0.389, 0.113, 0.219, 0.513, 0.175, 0.411, 0.387, -0.006, 0.539, 0.497, 0.451, 0.460, 0.585, -1.551, 1.947, -1.554, -2.054, 0.403, -0.432, -1.980, 0.772, -0.454, 0.700, -0.547, 0.617, -0.778, 0.441, 0.381, 0.332, 0.442, 0.332, 0.382, 0.420, 0.407, 0.408, 0.416, 0.455, 0.572, -0.741, 0.438, -0.087, -0.774, -0.060, -0.891, 0.075, 0.522, 0.433, 0.432, 0.433, 0.524], "e_lumo_ev": -6.866, "spin_multiplicity": 1, "de_lowest_kcal_mol": 0.0, "charge": 2, "gap_ev": 6.016}